ORCA calculation (ωB97M-V/def2-TZVPD) on a cluster of 6 separate species, C24H45N9O3P in total in a non-equilibrium geometry.

- Molar mass: 538.66 g/mol
- Spin multiplicity: 1
- Lowest unoccupied orbital energy: -0.1357 Ha
- HOMO-LUMO gap: 8.251 eV
- Charge: +1
- Maximum force: 4.187 eV/Å

Cartesian coordinates (Å):
H1 -3.827 -3.448 1.364
H2 -3.936 -4.882 2.402
H3 -8.581 -0.657 2.149
N1 6.865 2.201 1.529
H4 -8.063 -3.316 3.578
H5 0.777 -1.186 3.132
C1 1.913 -1.105 1.478
P1 -0.638 -0.285 1.236
H6 1.948 7.314 -3.737
H7 2.635 1.037 0.847
N2 -4.215 -4.829 -3.187
H8 1.646 5.694 -4.380
H9 6.286 5.255 -0.208
N3 4.610 1.884 -0.450
H10 -1.297 -5.908 -0.118
O1 -2.063 -0.835 1.982
H11 4.048 0.308 2.228
H12 -1.336 -5.830 -4.108
N4 -5.802 0.077 4.257
N5 2.210 -0.811 0.080
C2 -6.555 -1.409 2.189
H13 1.623 4.027 -0.971
H14 -1.124 -3.786 -5.725
H15 1.686 6.477 -1.418
C3 -1.312 -3.903 0.567
C4 -3.063 -4.959 -3.240
C5 -4.107 -4.505 1.390
H16 -5.178 -4.562 1.183
C6 -3.327 -5.318 0.364
H17 -6.032 -2.367 2.231
H18 0.130 1.954 0.538
H19 7.375 6.516 0.357
C7 4.108 -0.468 1.398
C8 8.359 4.873 -0.611
H20 -1.598 -5.724 1.613
C9 -8.071 -1.621 2.220
H21 -2.420 -2.918 -4.884
C10 1.435 6.370 -3.546
C11 3.236 0.268 0.258
H22 -6.266 -0.905 1.264
N6 -0.919 -2.810 0.514
H23 1.479 3.696 -2.702
H24 -0.164 1.983 2.353
H25 -8.366 -2.206 1.345
O2 3.927 2.839 -0.481
C12 -1.819 -5.306 0.629
C13 7.252 5.433 0.275
H26 9.342 5.044 -0.166
C14 -0.235 4.581 -1.822
H27 -8.328 -1.758 4.379
H28 -0.828 -2.186 -5.032
H29 0.173 -3.907 -3.577
H30 0.363 6.579 -3.537
C15 -6.131 -0.572 3.353
C16 1.902 5.770 -2.224
C17 -8.544 -2.339 3.480
C18 -0.569 1.617 1.364
C19 -0.911 -3.772 -3.564
H31 6.448 5.266 2.279
H32 2.987 5.640 -2.256
H33 8.196 5.019 2.186
C20 -1.579 -5.126 -3.309
H34 1.386 -0.537 -0.480
H35 -2.054 -0.450 2.884
H36 5.141 -0.768 1.065
C21 1.247 4.421 -1.918
H37 -3.684 -6.350 0.379
C22 7.247 4.825 1.680
O3 3.903 0.754 -0.900
C23 -1.349 -3.133 -4.878
H38 -9.624 -2.494 3.445
H39 -3.533 -4.921 -0.634
N7 0.788 -0.954 2.134
N8 3.211 -1.559 1.948
H40 -1.582 2.087 1.199
H41 -1.140 -3.086 -2.742
C24 7.033 3.348 1.597
H42 3.284 -1.700 2.960
H43 8.342 5.355 -1.591
H44 8.239 3.799 -0.776
H45 -1.225 -5.547 -2.366
N9 -1.387 4.707 -1.746

These are the Löwdin partial charges, in e, on atoms 1 to 4: 0.060 0.083 0.114 0.131